P:
A 2-piece molecular cluster, C3H6NO4 overall. Source: the Open Molecules 2025 dataset; level of theory: ωB97M-V with the def2-TZVPD basis set.

Geometry as ORCA input:
```
! RIJCOSX wB97M-V def2-TZVPD def2/J DEFGRID3
* xyz -1 1
C -1.30 0.24 1.22
N -0.52 -0.95 0.93
C 0.95 -0.63 0.65
C 1.40 -0.67 -0.82
O 2.66 -0.72 -0.95
O 0.58 -0.58 -1.79
O -0.73 1.11 1.72
H -2.36 0.42 0.86
H -0.88 -1.51 0.16
H 1.23 0.35 1.09
H 1.56 -1.56 1.04
H -0.38 2.13 -1.08
H -0.98 0.75 -1.63
O -1.21 1.62 -1.39
*
```

Values from the calculation:
* highest occupied orbital energy: -4.53 eV
* LUMO: 3.877 eV
* gap between HOMO and LUMO: 8.41 eV

Q:
A 2-piece molecular cluster, C3H6NO4 overall. Source: the Open Molecules 2025 dataset; level of theory: ωB97M-V with the def2-TZVPD basis set.

Geometry as ORCA input:
```
! RIJCOSX wB97M-V def2-TZVPD def2/J DEFGRID3
* xyz -1 1
C 2.86 -0.24 0.25
C -0.02 -0.90 0.48
C -1.25 0.71 -0.64
N -1.30 -0.31 0.10
O 3.36 -0.96 -0.58
O 2.77 -0.32 1.47
O 2.49 1.02 -1.67
O 2.25 0.99 -0.26
H 0.71 -0.67 -0.27
H 0.37 -0.39 1.33
H -0.05 -2.05 0.70
H -0.40 1.05 -1.19
H -2.25 1.08 -0.83
H 2.98 0.22 -1.68
*
```

Values from the calculation:
* highest occupied orbital energy: -5.18 eV
* LUMO: 4.009 eV
* gap between HOMO and LUMO: 9.19 eV

Which of them is least stable? Easy: Q.

P:
A single C24H35N3O5S molecule. Source: the Open Molecules 2025 dataset; level of theory: ωB97M-V with the def2-TZVPD basis set.

Geometry as ORCA input:
```
! RIJCOSX wB97M-V def2-TZVPD def2/J DEFGRID3
* xyz 0 1
C 4.92 -3.23 3.60
H 4.49 -4.12 3.13
O 4.46 -3.08 4.92
C 3.13 -2.91 5.13
C 2.73 -2.77 6.47
C 1.40 -2.59 6.79
C 0.44 -2.55 5.79
C 0.83 -2.70 4.46
C 2.17 -2.87 4.13
H 2.41 -2.98 3.09
C -0.15 -2.67 3.40
N 0.09 -2.82 2.12
C -1.13 -2.74 1.51
C -2.09 -2.54 2.46
O -1.46 -2.51 3.66
C -3.56 -2.39 2.39
H -3.94 -2.03 3.35
H -4.03 -3.35 2.17
H -3.82 -1.69 1.61
C -1.27 -2.80 0.04
H -2.13 -3.38 -0.27
H -0.35 -3.14 -0.43
S -1.57 -1.10 -0.56
O -2.92 -0.73 -0.20
O -0.53 -0.22 -0.12
C -1.49 -1.24 -2.39
C -0.01 -1.38 -2.65
O 0.55 -2.45 -2.47
N 0.59 -0.26 -3.05
C 2.03 -0.12 -3.01
C 2.40 0.99 -2.03
H 1.95 0.76 -1.06
H 3.48 1.03 -1.90
C 1.93 2.36 -2.52
N 0.47 2.45 -2.63
C 0.06 3.46 -3.60
C -1.45 3.44 -3.80
C -1.87 4.46 -4.86
H -2.95 4.43 -5.01
H -1.39 4.25 -5.81
H -1.59 5.46 -4.54
C -2.15 3.69 -2.47
C -1.67 2.68 -1.43
C -2.29 2.93 -0.06
H -1.98 3.89 0.34
H -1.98 2.14 0.62
H -3.38 2.91 -0.13
C -0.15 2.71 -1.34
H 0.17 1.94 -0.64
H 0.17 3.69 -0.94
H -1.97 1.68 -1.76
H -3.23 3.63 -2.59
H -1.91 4.70 -2.12
H -1.73 2.43 -4.15
H 0.56 3.25 -4.55
H 0.36 4.47 -3.27
H 2.32 3.15 -1.86
H 2.35 2.53 -3.52
H 2.40 0.13 -4.01
H 2.46 -1.07 -2.70
H 0.13 0.65 -3.00
H -2.05 -2.13 -2.65
H -1.94 -0.35 -2.81
H -0.60 -2.42 6.04
H 1.11 -2.48 7.82
H 3.49 -2.80 7.23
H 6.00 -3.35 3.67
H 4.68 -2.35 2.99
*
```

Values from the calculation:
* highest occupied orbital energy: -8.03 eV
* LUMO: 0.643 eV
* structure (SMILES): COc1cccc(-c2nc(CS(=O)(=O)CC(=O)NCCCN3C[C@H](C)C[C@H](C)C3)c(C)o2)c1
* gap between HOMO and LUMO: 8.67 eV

Q:
A single C24H35N3O5S molecule. Source: the Open Molecules 2025 dataset; level of theory: ωB97M-V with the def2-TZVPD basis set.

Geometry as ORCA input:
```
! RIJCOSX wB97M-V def2-TZVPD def2/J DEFGRID3
* xyz 0 1
C -3.47 -4.31 -1.33
H -3.90 -4.73 -0.43
H -4.08 -4.60 -2.18
H -2.46 -4.71 -1.46
C -3.42 -2.79 -1.23
C -2.80 -2.17 -2.48
H -3.39 -2.44 -3.36
H -2.77 -1.09 -2.41
H -1.78 -2.53 -2.61
O -4.76 -2.34 -1.05
C -4.91 -1.11 -0.39
C -4.87 -1.24 1.14
H -5.74 -1.81 1.47
C -4.85 0.12 1.82
N -3.66 0.85 1.49
C -3.67 2.03 0.84
O -4.69 2.66 0.59
C -2.32 2.54 0.44
C -2.29 3.80 -0.07
N -1.19 4.44 -0.50
C 0.02 3.79 -0.47
C 1.20 4.41 -0.91
C 2.40 3.73 -0.87
C 2.45 2.42 -0.39
C 1.31 1.81 0.05
C 0.08 2.47 0.03
C -1.10 1.77 0.54
O -1.02 0.63 0.99
H 1.33 0.80 0.43
S 4.02 1.55 -0.41
O 5.02 2.49 0.04
O 4.17 0.97 -1.71
N 3.81 0.36 0.70
C 4.09 0.67 2.08
H 3.18 0.62 2.69
H 4.48 1.69 2.10
H 4.84 0.01 2.50
C 3.71 -1.02 0.25
C 5.08 -1.72 0.24
C 4.93 -3.12 -0.35
C 3.92 -3.94 0.45
C 2.57 -3.22 0.48
C 2.71 -1.83 1.07
H 3.06 -1.91 2.10
H 1.74 -1.33 1.08
H 2.18 -3.15 -0.54
H 1.85 -3.80 1.07
H 3.80 -4.93 0.00
H 4.28 -4.07 1.47
H 5.90 -3.63 -0.35
H 4.60 -3.04 -1.39
H 5.77 -1.13 -0.36
H 5.47 -1.79 1.26
H 3.36 -0.95 -0.78
H 3.32 4.19 -1.19
H 1.19 5.42 -1.29
C -1.30 5.79 -1.01
H -2.33 6.11 -0.96
H -0.69 6.47 -0.41
H -0.96 5.83 -2.05
H -3.23 4.34 -0.14
H -2.76 0.38 1.57
H -5.70 0.73 1.50
H -4.90 -0.01 2.91
H -3.97 -1.80 1.43
H -4.14 -0.40 -0.71
H -5.88 -0.72 -0.70
H -2.81 -2.50 -0.36
*
```

Values from the calculation:
* highest occupied orbital energy: -8.89 eV
* LUMO: -0.153 eV
* structure (SMILES): CC(C)OCCCNC(=O)c1cn(C)c2ccc(S(=O)(=O)N(C)C3CCCCC3)cc2c1=O
* gap between HOMO and LUMO: 8.73 eV

Which of them is least stable? Easy: P.

P:
A 2-piece molecular cluster, C2H7N3O3 overall. Source: the Open Molecules 2025 dataset; level of theory: ωB97M-V with the def2-TZVPD basis set.

Geometry as ORCA input:
```
! RIJCOSX wB97M-V def2-TZVPD def2/J DEFGRID3
* xyz 0 1
C 0.94 0.41 0.81
C 0.60 -0.35 -0.40
N 1.12 -1.64 -0.54
N -1.23 -0.45 0.53
N -1.94 0.71 0.24
O 0.59 1.76 0.69
O 1.46 0.07 1.85
O 0.42 0.35 -1.58
H 1.08 2.18 -0.03
H 0.52 -2.29 -1.10
H -1.01 -0.62 1.49
H -2.39 0.88 -0.62
H -1.76 1.59 0.67
H 1.41 -2.22 0.21
H 0.17 -0.39 -2.22
*
```

Values from the calculation:
* highest occupied orbital energy (spin up / spin down): -7.58 / -7.58 eV
* LUMO (spin up / spin down): 0.464 / 0.464 eV
* gap between HOMO and LUMO (spin up / spin down): 8.05 / 8.05 eV

Q:
A single C2H7N3O3 molecule. Source: the Open Molecules 2025 dataset; level of theory: ωB97M-V with the def2-TZVPD basis set.

Geometry as ORCA input:
```
! RIJCOSX wB97M-V def2-TZVPD def2/J DEFGRID3
* xyz 0 1
C 0.14 -0.59 -1.08
O -0.44 0.39 -1.98
O 0.24 -1.77 -1.82
O 1.24 -0.20 -0.46
H 0.19 0.47 -2.71
H 0.91 -2.29 -1.37
C -0.17 0.28 0.88
N -0.44 1.59 0.73
N 0.24 -0.17 2.09
N -0.83 -0.67 0.05
H 0.88 0.41 2.62
H 0.45 -1.15 2.11
H -0.58 1.85 -0.25
H -0.04 2.26 1.37
H -1.78 -0.41 -0.18
*
```

Values from the calculation:
* highest occupied orbital energy: -9.13 eV
* LUMO: 0.643 eV
* gap between HOMO and LUMO: 9.77 eV

Which of them is least stable? Easy: P.

P:
An isolated ion of composition C5H10NOS and charge +1. Source: the Open Molecules 2025 dataset; level of theory: ωB97M-V with the def2-TZVPD basis set.

Geometry as ORCA input:
```
! RIJCOSX wB97M-V def2-TZVPD def2/J DEFGRID3
* xyz 1 1
C 1.09 -0.40 -0.64
C -0.31 0.53 1.45
C 0.71 1.62 1.15
C -0.46 -0.34 -0.70
C -1.17 -0.85 -1.84
N -1.02 0.18 0.34
O 1.18 -1.54 0.34
S 2.07 1.00 0.09
H 1.39 -0.55 -1.64
H 0.16 -0.46 1.89
H -0.98 0.92 2.32
H 0.24 2.49 0.70
H 1.22 2.07 2.03
H -2.00 -1.40 -1.40
H -0.66 -1.58 -2.38
H -1.54 -0.05 -2.48
H 2.06 -1.93 0.44
H -1.97 0.30 0.31
*
```

Values from the calculation:
* highest occupied orbital energy: -13.13 eV
* LUMO: -4.776 eV
* structure (SMILES): CC1=[NH+]CCS[C@H]1O
* gap between HOMO and LUMO: 8.35 eV

Q:
A 2-piece molecular cluster, C5H10NOS overall. Source: the Open Molecules 2025 dataset; level of theory: ωB97M-V with the def2-TZVPD basis set.

Geometry as ORCA input:
```
! RIJCOSX wB97M-V def2-TZVPD def2/J DEFGRID3
* xyz 1 1
C 0.52 -0.87 -1.78
C 0.37 -1.98 -1.05
C 1.77 -0.70 -2.57
C -1.65 1.70 2.09
C -0.24 -0.25 1.77
N -0.52 0.91 2.31
O -0.39 0.15 -1.68
S 0.21 -3.40 -0.35
H 1.51 -0.40 -3.69
H 2.31 -1.60 -2.43
H 2.42 0.17 -2.28
H -2.42 1.38 2.74
H -1.43 2.79 2.48
H -2.03 1.76 0.98
H -0.81 -0.79 0.97
H 0.74 -0.79 2.00
H 0.06 1.28 3.03
H -0.42 0.63 -2.53
*
```

Values from the calculation:
* highest occupied orbital energy: -11.14 eV
* LUMO: -5.209 eV
* gap between HOMO and LUMO: 5.93 eV

R:
An isolated ion of composition C5H10NOS and charge +1. Source: the Open Molecules 2025 dataset; level of theory: ωB97M-V with the def2-TZVPD basis set.

Geometry as ORCA input:
```
! RIJCOSX wB97M-V def2-TZVPD def2/J DEFGRID3
* xyz 1 1
C 1.41 -0.23 -0.29
C 2.64 0.22 -0.06
C -0.85 -0.15 0.21
C 0.41 1.93 0.23
C -2.61 -1.86 -0.02
N 0.19 0.59 -0.43
O -1.78 -0.77 -0.50
S 4.03 -0.66 -0.17
H 1.33 -1.34 -0.62
H 2.85 1.27 0.29
H -0.62 -0.51 1.17
H 0.74 1.75 1.25
H 1.13 2.44 -0.34
H -0.50 2.48 0.31
H -2.07 -2.28 0.87
H -2.86 -2.33 -0.98
H -3.48 -1.43 0.54
H 0.05 0.90 -1.46
*
```

Values from the calculation:
* highest occupied orbital energy (spin up / spin down): -12.20 / -13.04 eV
* LUMO (spin up / spin down): -6.077 / -4.053 eV
* gap between HOMO and LUMO (spin up / spin down): 6.13 / 8.99 eV

Which of them is least stable? Easy: R.

P:
A 2-piece molecular cluster, C24H21O overall. Source: the Open Molecules 2025 dataset; level of theory: ωB97M-V with the def2-TZVPD basis set.

Geometry as ORCA input:
```
! RIJCOSX wB97M-V def2-TZVPD def2/J DEFGRID3
* xyz 1 1
C -1.91 0.35 -1.18
C -1.45 1.47 -0.24
C -1.51 1.06 1.08
C -1.97 -0.34 1.11
C -2.28 -0.74 -0.17
H -2.71 0.63 -1.87
H -1.08 -0.02 -1.81
H -1.07 2.42 -0.63
H -1.26 1.62 1.97
H -2.09 -0.90 2.02
H -2.53 -1.74 -0.51
C -2.95 -4.24 -7.98
C -3.82 -5.02 -7.21
C -4.91 -4.44 -6.57
C -5.11 -3.07 -6.71
O -6.07 -2.44 -5.91
C -5.87 -2.40 -4.53
C -5.45 -1.18 -3.99
C -5.05 -1.13 -2.67
C -5.14 -2.27 -1.81
C -4.69 -2.09 -0.46
C -4.76 -3.01 0.63
C -4.64 -2.50 1.97
C -4.81 -3.32 3.07
C -5.16 -4.67 2.90
C -5.24 -5.21 1.60
C -4.95 -4.41 0.49
C -5.74 -3.43 -2.36
C -6.03 -3.53 -3.72
C -4.31 -2.29 -7.55
C -3.20 -2.88 -8.15
H -2.08 -4.70 -8.45
H -3.65 -6.09 -7.09
H -5.58 -5.02 -5.94
H -5.43 -0.30 -4.64
H -4.73 -0.17 -2.26
H -4.49 -1.06 -0.19
H -4.46 -1.43 2.11
H -4.71 -2.91 4.08
H -5.37 -5.31 3.76
H -5.55 -6.25 1.44
H -4.91 -4.88 -0.50
H -6.04 -4.24 -1.71
H -6.42 -4.47 -4.12
H -4.54 -1.23 -7.67
H -2.54 -2.26 -8.76
*
```

Values from the calculation:
* highest occupied orbital energy: -11.20 eV
* LUMO: -5.679 eV
* gap between HOMO and LUMO: 5.52 eV

Q:
A 2-piece molecular cluster, C24H21O overall. Source: the Open Molecules 2025 dataset; level of theory: ωB97M-V with the def2-TZVPD basis set.

Geometry as ORCA input:
```
! RIJCOSX wB97M-V def2-TZVPD def2/J DEFGRID3
* xyz 1 1
C -1.14 -1.27 1.87
C -2.62 -1.67 1.54
C -2.46 -2.85 0.60
C -1.19 -3.05 0.23
C -0.28 -1.98 0.78
C 1.18 -2.26 1.06
C 1.79 -3.37 0.48
C 3.18 -3.44 0.41
C 3.96 -2.41 0.94
C 3.35 -1.33 1.58
C 1.96 -1.27 1.69
H -1.02 -0.18 1.81
H -0.85 -1.59 2.88
H -3.22 -1.87 2.43
H -3.08 -0.81 1.03
H -3.34 -3.42 0.30
H -0.80 -3.79 -0.46
H 1.17 -4.16 0.04
H 3.65 -4.32 -0.03
H 5.05 -2.43 0.83
H 3.95 -0.53 2.03
H 1.46 -0.46 2.22
H -0.23 -1.24 0.02
C -0.43 0.91 -1.65
C -1.67 1.49 -1.36
C -1.66 2.83 -0.89
O -0.49 3.48 -0.60
C 0.71 2.89 -0.90
C 0.78 1.55 -1.35
C 2.08 0.94 -1.37
C 3.21 1.74 -1.18
C 3.09 3.10 -0.85
C 1.84 3.67 -0.67
C -2.82 3.54 -0.61
C -4.04 2.90 -0.76
C -4.09 1.54 -1.12
C -2.93 0.82 -1.35
H -0.40 -0.15 -1.94
H 2.16 -0.14 -1.52
H 4.20 1.31 -1.30
H 3.97 3.73 -0.75
H 1.69 4.71 -0.39
H -2.72 4.58 -0.31
H -4.96 3.47 -0.61
H -5.07 1.06 -1.22
H -2.95 -0.26 -1.54
*
```

Values from the calculation:
* highest occupied orbital energy: -11.24 eV
* LUMO: -5.600 eV
* gap between HOMO and LUMO: 5.64 eV

Which of them is least stable? Easy: P.

P:
A 2-piece molecular cluster, C3H3NO2 overall. Source: the Open Molecules 2025 dataset; level of theory: ωB97M-V with the def2-TZVPD basis set.

Geometry as ORCA input:
```
! RIJCOSX wB97M-V def2-TZVPD def2/J DEFGRID3
* xyz -2 1
C -0.31 0.02 0.47
C -0.40 -0.22 -0.86
C 0.18 0.76 2.39
N -0.08 -0.35 -2.13
O -0.52 0.56 -3.00
O 0.57 -1.42 -2.58
H -1.08 -0.41 0.99
H 1.12 1.30 1.93
H 0.53 -0.25 2.78
*
```

Values from the calculation:
* highest occupied orbital energy (spin up / spin down): 1.67 / 1.67 eV
* LUMO (spin up / spin down): 7.531 / 7.531 eV
* gap between HOMO and LUMO (spin up / spin down): 5.86 / 5.86 eV

Q:
An isolated ion of composition C3H3NO2 and charge -2. Source: the Open Molecules 2025 dataset; level of theory: ωB97M-V with the def2-TZVPD basis set.

Geometry as ORCA input:
```
! RIJCOSX wB97M-V def2-TZVPD def2/J DEFGRID3
* xyz -2 1
C 1.26 -0.62 -0.10
C -1.58 -0.91 0.12
C -0.15 -0.09 0.07
N -2.59 -0.14 0.08
O -2.48 1.18 0.08
O -3.84 -0.60 -0.19
H 1.32 -1.07 -1.10
H -0.16 0.51 0.92
H -0.48 0.64 -0.69
*
```

Values from the calculation:
* highest occupied orbital energy (spin up / spin down): 1.12 / 1.91 eV
* LUMO (spin up / spin down): 7.734 / 7.344 eV
* gap between HOMO and LUMO (spin up / spin down): 6.62 / 5.44 eV

Which of them is least stable? Easy: Q.